C34H89N7O10 | ωB97M-V/def2-TZVPD

As for the LUMO energy: 0.5 eV. The calculation puts the HOMO energy at -8.45 eV. As for the net charge: 0. The molar mass is 756.12 g mol⁻¹. Its SMILES is COC[C@H](C)N.COC[C@H](C)N.COC[C@H](C)N.COC[C@H](C)N.COCCNCCOC.COCCNCCOC.COCCNCCOC.

Last column: Mulliken charge in e.
Positions of all 140 atoms, in Å:
C: 2.38251 -4.23494 30.74453  -0.759
O: 2.21444 -5.03564 31.88922  -0.297
C: 2.19444 -4.21802 33.07538  -0.707
C: 2.17937 -5.06384 34.45295  0.426
C: 1.69773 -4.45759 35.77880  -1.391
N: 3.49163 -5.68214 34.59816  -0.707
H: 3.38216 -3.81000 30.65370  0.320
H: 1.77815 -3.32808 30.72384  0.304
H: 2.28426 -4.87191 29.86548  0.259
H: 2.93451 -3.42190 33.15636  0.332
H: 1.23881 -3.71096 32.94207  0.393
H: 1.49532 -5.91016 34.39025  0.261
H: 1.99030 -5.10585 36.60479  0.396
H: 0.61006 -4.44632 35.84917  0.334
H: 2.26073 -3.57551 36.08389  0.319
H: 3.76354 -6.27627 33.82800  0.277
H: 4.16100 -4.92582 34.60191  0.240
C: 9.05359 -25.75432 37.47158  -0.712
O: 8.74801 -25.22842 36.21618  -0.300
C: 7.49206 -24.79735 35.92267  -0.741
C: 7.34588 -23.27060 35.96198  0.549
C: 7.64610 -22.59233 37.31327  -1.433
N: 5.93710 -23.03573 35.73537  -0.668
H: 8.72264 -25.12437 38.29725  0.297
H: 10.14143 -25.76712 37.53881  0.244
H: 8.58932 -26.72302 37.65653  0.297
H: 7.42735 -25.07523 34.87068  0.253
H: 6.68853 -25.34997 36.40955  0.406
H: 7.89639 -22.71485 35.20291  0.274
H: 8.63183 -22.69939 37.76603  0.333
H: 6.99748 -23.02940 38.07244  0.337
H: 7.38529 -21.53994 37.20120  0.377
H: 5.46261 -23.54216 36.46918  0.258
H: 5.66042 -22.07093 35.84811  0.232
C: 8.47262 -15.75421 32.45467  -0.751
O: 8.22727 -14.37413 32.68057  -0.333
C: 7.71123 -13.60605 31.57107  -0.613
C: 7.70006 -12.09233 31.88497  0.477
C: 6.97699 -11.68553 33.17324  -1.332
N: 6.95240 -11.24422 30.91821  -0.704
H: 9.50624 -15.95881 32.17564  0.278
H: 7.88749 -16.18998 31.64484  0.319
H: 8.34571 -16.36447 33.34887  0.253
H: 8.26918 -13.80307 30.65566  0.365
H: 6.74006 -14.02854 31.31334  0.335
H: 8.66658 -11.61507 32.04675  0.258
H: 7.21092 -10.63455 33.34295  0.360
H: 7.24136 -12.13798 34.12902  0.330
H: 5.88756 -11.71985 33.16566  0.313
H: 6.02500 -11.59969 30.73468  0.251
H: 7.30941 -11.40488 29.98718  0.198
C: 14.53505 -17.68564 36.25522  -0.744
O: 13.97716 -18.03894 37.44885  -0.310
C: 12.71059 -17.52667 37.84379  -0.895
C: 12.50392 -17.60405 39.34371  0.570
C: 13.47748 -16.93596 40.30438  -1.360
N: 12.40731 -18.97122 39.62896  -0.677
H: 14.65380 -16.61123 36.11512  0.307
H: 13.86996 -18.11879 35.50811  0.291
H: 15.55154 -18.07492 36.19784  0.237
H: 12.57956 -16.53540 37.40984  0.432
H: 12.02240 -18.18265 37.31069  0.359
H: 11.50674 -17.16863 39.40805  0.337
H: 13.73648 -17.47143 41.21777  0.359
H: 13.14269 -15.97485 40.69462  0.342
H: 14.44386 -16.67301 39.87420  0.294
H: 13.32328 -19.38425 39.52638  0.218
H: 12.10627 -19.10820 40.58327  0.240
C: 8.45289 -10.28073 25.88028  -0.767
O: 8.11862 -8.94184 26.31150  -0.311
C: 9.23446 -8.09178 26.00779  -0.758
C: 9.03403 -6.71213 26.58343  -0.283
N: 9.35309 -6.71072 28.01579  -0.399
C: 9.32479 -5.41307 28.72547  -0.612
C: 10.24111 -4.38928 28.02847  -0.649
O: 9.58905 -3.58912 27.02811  -0.323
C: 10.31643 -2.61314 26.33898  -0.753
H: 9.28477 -10.73153 26.42143  0.295
H: 8.62302 -10.23274 24.80470  0.339
H: 7.62702 -10.98188 26.00048  0.265
H: 9.46246 -8.17205 24.94492  0.401
H: 10.01898 -8.55507 26.60611  0.357
H: 8.01964 -6.36871 26.38045  0.284
H: 9.77039 -6.12327 26.03652  0.279
H: 8.85371 -7.40365 28.55486  0.227
H: 9.66234 -5.40048 29.76182  0.369
H: 8.26228 -5.17043 28.70829  0.355
H: 11.03179 -4.94573 27.52518  0.391
H: 10.56706 -3.73323 28.83559  0.446
H: 9.68010 -2.27362 25.52173  0.244
H: 11.26089 -2.96127 25.92077  0.309
H: 10.45381 -1.73660 26.97214  0.293
C: -6.73923 -11.06296 27.35318  -0.843
O: -5.68681 -11.90940 26.76598  -0.369
C: -4.42185 -11.30135 26.82870  -0.522
C: -3.34629 -12.25655 26.28753  -0.422
N: -2.26559 -12.23928 27.22333  -0.279
C: -0.96805 -12.72865 26.73934  -0.712
C: 0.07930 -12.67531 27.90861  -0.548
O: 0.92792 -11.57892 27.97256  -0.345
C: 0.27282 -10.33991 28.13117  -0.760
H: -6.46827 -10.65262 28.32596  0.326
H: -7.63779 -11.65038 27.54192  0.286
H: -7.07792 -10.15851 26.84785  0.335
H: -4.28713 -11.24354 27.90880  0.294
H: -4.65413 -10.30379 26.45584  0.336
H: -3.09580 -11.98641 25.26167  0.297
H: -3.79727 -13.24858 26.26329  0.284
H: -2.17706 -11.29820 27.57919  0.175
H: -0.63041 -12.03647 25.96799  0.420
H: -1.11189 -13.75207 26.39286  0.442
H: 0.73927 -13.52277 27.72321  0.296
H: -0.52095 -12.74695 28.81563  0.417
H: -0.37264 -10.17506 27.26845  0.255
H: 0.95135 -9.49776 27.99531  0.290
H: -0.37488 -10.20924 28.99807  0.346
C: 3.52258 -24.60799 28.74246  -0.705
O: 3.68652 -23.43066 28.03820  -0.331
C: 4.17389 -22.34059 28.84092  -0.477
C: 3.00909 -21.60598 29.64120  -0.577
N: 3.50814 -20.67792 30.73789  -0.423
C: 2.49678 -19.80730 31.28630  -0.572
C: 2.67728 -18.97592 32.57947  -0.629
O: 2.38509 -19.70708 33.74884  -0.313
C: 2.57337 -19.00030 34.97679  -0.715
H: 4.39511 -24.95442 29.29634  0.297
H: 3.17122 -25.39752 28.07815  0.273
H: 2.75880 -24.53597 29.51675  0.276
H: 4.73361 -21.72741 28.13465  0.326
H: 4.95566 -22.55487 29.56962  0.336
H: 2.25999 -22.35100 29.90933  0.299
H: 2.47788 -21.07149 28.85364  0.320
H: 3.74295 -21.32432 31.47757  0.271
H: 1.64157 -20.45765 31.47000  0.355
H: 2.26029 -19.21115 30.40495  0.389
H: 2.04711 -18.08782 32.62709  0.393
H: 3.65140 -18.49593 32.67328  0.367
H: 3.51612 -18.45391 34.94927  0.285
H: 2.54000 -19.71493 35.79916  0.244
H: 1.77178 -18.29775 35.20483  0.309

Cartesian forces, eV/Å:
C 0.845 0.044 -0.325
O 0.977 0.287 0.994
C -2.414 -0.508 1.343
C 0.095 -0.972 -1.585
C 0.954 0.028 0.110
N 0.484 0.374 0.753
H 0.553 -0.173 0.345
H -0.819 -0.273 -0.022
H -0.507 0.126 0.082
H 0.645 -0.276 -0.357
H -0.270 0.503 0.556
H -0.166 -0.031 -0.889
H 0.094 -0.675 -0.341
H 0.099 0.838 -0.224
H -0.641 0.722 -0.360
H -0.380 -0.019 -0.247
H 0.452 0.002 0.163
C -0.050 0.508 0.641
O 2.057 -0.607 0.468
C -0.177 0.738 -1.874
C -0.549 0.732 1.564
C 0.331 -0.607 0.381
N -0.949 -0.418 -0.727
H -0.186 0.359 0.073
H -0.085 -0.454 -0.028
H 0.186 -0.350 -0.245
H -0.683 0.123 -0.239
H -0.125 0.200 0.594
H 0.302 -0.635 -0.279
H 0.368 0.145 -0.516
H -0.369 0.047 0.034
H 0.191 0.062 0.206
H -0.458 -0.015 0.024
H 0.191 0.178 -0.090
C 0.438 -0.052 -0.496
O -0.049 0.315 -0.111
C 0.517 -0.564 0.323
C -1.954 0.524 1.086
C -0.109 0.272 1.442
N 0.801 -0.814 -1.227
H 0.346 0.409 -0.198
H -0.459 0.153 0.013
H -0.494 0.453 0.238
H 0.648 0.124 -0.070
H -0.642 0.476 0.264
H 0.431 -0.686 -0.682
H -0.050 0.140 -0.209
H 0.460 -0.620 -0.307
H -0.105 -0.287 -0.559
H -0.600 -0.185 0.880
H 0.819 0.353 -0.397
C -0.268 0.162 -0.883
O 0.678 -0.312 2.986
C 1.151 0.213 -1.679
C -0.294 0.915 -0.571
C 0.880 1.821 0.091
N -0.598 -2.390 0.500
H -0.357 0.362 -0.034
H 0.418 0.198 -0.930
H -0.180 -0.399 -0.032
H 0.071 0.449 0.278
H -0.770 0.067 0.483
H -0.171 0.136 0.522
H -0.404 -0.627 -0.247
H -0.422 0.183 -0.191
H 0.082 -0.300 -0.423
H 0.088 -0.285 0.024
H 0.089 -0.195 0.105
C -0.842 0.649 -0.161
O -0.042 -1.046 -0.338
C -0.459 -1.281 1.471
C 0.188 -0.336 0.310
N 1.316 -0.099 0.604
C -0.656 -0.139 -1.967
C -0.819 0.656 -0.332
O -0.901 -1.105 0.343
C -0.324 0.262 0.230
H 0.381 0.362 -0.020
H 0.472 -0.221 -0.109
H -0.376 0.468 0.293
H -0.019 0.447 -0.150
H 0.855 0.259 -0.399
H -0.123 0.282 -0.257
H -0.205 0.560 0.232
H -0.229 -0.097 -0.353
H -0.008 -0.927 -0.054
H -0.038 1.207 0.269
H 0.492 0.062 0.407
H 0.654 0.197 -0.185
H 0.019 -0.167 -0.102
H 0.190 -0.126 0.115
H 0.467 0.123 0.162
C 0.527 -0.771 0.380
O -2.917 0.284 -0.009
C -1.241 -0.384 1.213
C -1.177 0.692 -0.247
N 0.677 -0.186 0.482
C -0.197 1.350 1.162
C -0.980 -0.986 -1.096
O 0.438 1.150 0.221
C -0.434 0.408 -1.465
H 0.602 -0.347 0.331
H 0.279 -0.374 -0.325
H 0.504 -0.131 -1.093
H 0.842 0.540 0.271
H 1.424 0.328 -0.594
H 0.329 0.075 -0.264
H -0.095 -0.062 -0.081
H 0.262 0.024 0.083
H 0.393 -0.429 -0.657
H 0.227 0.105 -0.170
H -0.007 -0.096 0.590
H 0.177 -0.389 0.346
H -0.451 -0.103 -0.238
H 0.494 -0.355 0.663
H 0.332 -0.347 0.502
C -0.748 -1.033 0.878
O 0.722 1.138 0.542
C -0.458 0.595 0.517
C 0.823 0.749 -1.243
N 1.179 -1.965 -0.428
C -1.533 -0.092 -0.439
C 0.538 0.643 -0.025
O 0.052 -0.811 0.521
C -0.126 -0.251 -0.612
H 0.538 0.082 -0.317
H 0.240 0.119 -0.217
H -0.364 0.235 0.150
H -0.627 0.558 -0.025
H 0.010 -1.045 0.178
H 0.126 -0.230 0.769
H -0.015 0.707 0.221
H 0.538 -0.124 0.252
H -0.738 0.309 0.245
H -0.451 0.761 0.489
H -0.677 0.004 -0.809
H 0.704 -0.423 -0.189
H 0.176 -0.022 0.199
H 0.318 -0.173 -0.230
H -0.214 0.273 -0.411